105
Properties=species:S:1:pos:R:3 method="wB97M-V/def2-TZVPD" total_energy_ha=-9735.6541 orbital_gap_ha=0.3487 lumo_ev=-0.04 e_homo_ev=-9.53 smiles=c1ccncc1.c1ccncc1.c1ccncc1.ClCCCl.ClCCCl.ClCCCl.ClCCCl.ClCCCl.ClCCCl.ClCCCl.ClCCCl.ClCCCl
Cl 3.652 -7.068 1.054
Cl 3.989 4.239 -4.036
Cl 4.503 1.862 8.609
Cl -2.127 -1.479 6.613
Cl 1.402 -7.375 -6.223
Cl 7.199 -2.993 -3.723
Cl -5.787 4.942 3.739
Cl -1.207 1.090 8.599
Cl -4.447 8.580 -4.448
Cl 6.581 -1.074 -6.406
Cl -5.852 -5.275 -0.376
Cl -8.024 -5.642 2.181
Cl -1.313 -5.340 -6.367
Cl -4.207 7.479 -7.517
Cl 5.322 1.952 12.834
Cl -7.735 4.295 6.444
Cl 2.478 6.591 -5.855
Cl 4.119 -5.395 4.878
N -6.490 0.572 -5.384
N 0.804 -0.930 0.566
N 10.871 3.342 0.179
C 8.669 2.537 0.817
C -7.539 -0.054 -4.777
C -6.697 3.198 5.617
C -0.138 -7.654 -5.419
C 9.465 4.529 1.771
C -6.287 -4.027 0.856
C 4.625 2.521 11.280
C -0.734 -0.113 -1.075
C -5.664 7.305 -6.622
C -5.439 3.860 5.025
C -6.506 -4.682 2.203
C 1.716 5.205 -5.174
C 8.449 3.602 1.665
C -0.191 1.261 0.814
C -6.808 -0.902 -7.277
C -6.094 0.125 -6.635
C 5.108 1.543 10.203
C -8.274 -1.054 -5.427
C 9.855 2.419 0.109
C 5.696 -2.509 -5.865
C 10.673 4.340 1.081
C -0.911 1.068 -0.345
C 0.045 -1.105 -0.483
C -5.309 7.201 -5.107
C -0.980 -0.584 8.960
C 0.728 0.296 1.209
C -7.863 -1.536 -6.658
C -0.784 -1.554 7.754
C 2.624 4.016 -5.119
C -1.296 -7.096 -6.357
C 5.599 -2.497 -4.324
C 4.419 -6.795 2.645
C 3.413 -6.506 3.729
H 2.591 -5.921 3.316
H 4.905 -3.322 -4.165
H 4.983 3.534 11.098
H 11.442 5.093 1.169
H -5.525 -3.252 0.944
H 9.354 5.413 2.382
H -1.572 1.778 -0.819
H 2.989 -7.381 4.221
H 3.537 2.550 11.348
H 5.283 -1.579 -3.829
H -8.304 -2.431 -7.072
H -7.834 0.250 -3.783
H 10.085 1.541 -0.476
H -6.461 2.356 6.268
H -0.299 -8.730 -5.343
H -4.690 6.356 -4.806
H 6.197 1.575 10.233
H -0.172 -0.874 9.631
H -5.280 0.620 -7.144
H -6.173 6.439 -7.044
H -2.227 -7.393 -5.873
H -5.615 -5.288 2.362
H -1.830 -0.873 9.578
H -6.182 6.973 -4.496
H 7.890 1.800 0.691
H -0.296 2.233 1.273
H -7.236 -3.571 0.575
H 4.722 -2.487 -6.353
H 4.719 0.555 10.451
H 0.101 -1.415 7.134
H 6.190 -3.374 -6.307
H -9.105 -1.536 -4.935
H 7.529 3.646 2.227
H 2.136 3.055 -4.957
H -4.938 4.481 5.768
H 5.055 -5.929 2.462
H 0.857 4.946 -5.793
H -6.512 -1.311 -8.232
H 1.419 5.497 -4.167
H -7.297 2.745 4.829
H -6.271 8.206 -6.713
H -1.343 -7.550 -7.347
H -6.528 -3.931 2.993
H 2.888 3.894 -6.170
H 5.080 -7.632 2.870
H 1.471 0.496 1.966
H -0.055 -2.115 -0.851
H -0.145 -7.228 -4.416
H -0.794 -2.550 8.197
H -1.349 -0.265 -1.950
H -4.691 3.180 4.617

***

100
Properties=species:S:1:pos:R:3 method="wB97M-V/def2-TZVPD" total_energy_ha=-3616.1180 charge=-2 orbital_gap_ha="0.1792 / 0.2400" e_above_lowest_kcal_mol=13.2 spin_multiplicity=4 lumo_ev="3.83 / 3.75" s2=3.830 e_homo_ev="-1.05 / -2.78"
Tc 1.063 -1.353 0.141
S -8.047 2.012 1.851
Si 1.240 1.160 0.025
Si 0.302 2.057 -1.931
Si 3.446 1.942 -0.065
Si 0.177 2.388 1.728
O -0.184 -1.753 1.674
O -8.128 3.234 1.060
O 1.953 -1.342 -1.696
O -9.055 1.021 1.491
O -1.494 -1.978 4.064
O -7.926 2.232 3.287
O 3.813 -2.027 1.093
N -0.052 -2.638 -0.988
N 0.308 -2.805 -2.321
N -2.866 -0.527 0.191
C 0.750 4.189 1.778
C 0.320 3.945 -2.007
C 2.589 -0.885 2.688
C -1.708 -2.894 3.059
C -4.923 0.646 -0.361
C 2.639 -1.397 1.285
C -0.910 -3.581 -0.547
C -1.504 1.594 -2.102
C -1.401 -3.671 0.788
C 3.639 -1.511 -5.530
C 1.103 1.526 -3.541
C 4.358 1.040 -1.452
C -6.485 1.272 1.372
C -1.047 -2.761 1.826
C 4.545 1.654 1.445
C 3.127 -1.518 -4.239
C -0.228 -2.056 4.699
C 3.732 3.769 -0.452
C 4.006 -2.756 -0.118
C -4.483 0.033 1.914
C 1.226 -2.768 -4.998
C -2.636 -3.895 3.296
C 1.912 -2.133 -3.966
C -1.682 2.437 1.642
C -5.665 0.652 2.304
C 1.342 -2.089 -2.589
C -2.939 -4.815 2.296
C 0.605 1.757 3.450
C 2.943 -2.125 -6.560
C -2.325 -4.699 1.070
C 1.738 -2.763 -6.286
C -6.102 1.258 0.034
C -4.094 0.027 0.577
H -1.862 1.874 -3.098
H 1.833 4.270 1.894
H 0.955 0.468 -3.741
H -2.048 2.836 0.693
H -1.649 0.521 -1.970
H 4.167 2.135 2.352
H -3.660 -5.602 2.476
H 4.581 -1.013 -5.730
H -2.127 1.450 1.762
H -2.570 -5.392 0.272
H 1.321 4.369 -1.948
H -3.850 -0.455 2.651
H 1.192 -3.255 -7.082
H -2.849 -0.920 -0.737
H 0.641 2.095 -4.354
H 3.656 -1.026 -3.434
H -0.277 4.386 -1.205
H -4.630 0.645 -1.407
H 0.451 -2.712 4.153
H 3.351 -1.363 3.310
H 4.893 -3.367 0.037
H 3.349 4.431 0.326
H 5.440 1.073 -1.286
H 4.148 -2.089 -0.962
H 0.284 -3.250 -4.773
H 3.137 -3.390 -0.315
H 4.038 -0.002 -1.485
H 5.526 2.081 1.217
H -2.132 2.090 -1.360
H 0.084 2.373 4.190
H 0.279 0.723 3.581
H -3.121 -3.924 4.264
H 1.596 -1.075 3.090
H 3.327 -2.095 -7.573
H -5.968 0.664 3.343
H -2.435 -1.135 0.871
H 2.180 1.713 -3.559
H 4.141 1.480 -2.429
H 1.677 1.807 3.656
H -0.359 -2.442 5.715
H 2.737 0.193 2.701
H 3.263 4.064 -1.390
H 4.809 3.940 -0.545
H 0.280 4.681 2.636
H -1.228 -4.321 -1.272
H -2.057 3.082 2.443
H -6.738 1.749 -0.692
H 0.206 -1.059 4.754
H 0.471 4.743 0.879
H -0.125 4.253 -2.959
H 4.680 0.592 1.657

***

Copy entry 2 word for word.
100
Properties=species:S:1:pos:R:3 method="wB97M-V/def2-TZVPD" total_energy_ha=-3616.1180 charge=-2 orbital_gap_ha="0.1792 / 0.2400" e_above_lowest_kcal_mol=13.2 spin_multiplicity=4 lumo_ev="3.83 / 3.75" s2=3.830 e_homo_ev="-1.05 / -2.78"
Tc 1.063 -1.353 0.141
S -8.047 2.012 1.851
Si 1.240 1.160 0.025
Si 0.302 2.057 -1.931
Si 3.446 1.942 -0.065
Si 0.177 2.388 1.728
O -0.184 -1.753 1.674
O -8.128 3.234 1.060
O 1.953 -1.342 -1.696
O -9.055 1.021 1.491
O -1.494 -1.978 4.064
O -7.926 2.232 3.287
O 3.813 -2.027 1.093
N -0.052 -2.638 -0.988
N 0.308 -2.805 -2.321
N -2.866 -0.527 0.191
C 0.750 4.189 1.778
C 0.320 3.945 -2.007
C 2.589 -0.885 2.688
C -1.708 -2.894 3.059
C -4.923 0.646 -0.361
C 2.639 -1.397 1.285
C -0.910 -3.581 -0.547
C -1.504 1.594 -2.102
C -1.401 -3.671 0.788
C 3.639 -1.511 -5.530
C 1.103 1.526 -3.541
C 4.358 1.040 -1.452
C -6.485 1.272 1.372
C -1.047 -2.761 1.826
C 4.545 1.654 1.445
C 3.127 -1.518 -4.239
C -0.228 -2.056 4.699
C 3.732 3.769 -0.452
C 4.006 -2.756 -0.118
C -4.483 0.033 1.914
C 1.226 -2.768 -4.998
C -2.636 -3.895 3.296
C 1.912 -2.133 -3.966
C -1.682 2.437 1.642
C -5.665 0.652 2.304
C 1.342 -2.089 -2.589
C -2.939 -4.815 2.296
C 0.605 1.757 3.450
C 2.943 -2.125 -6.560
C -2.325 -4.699 1.070
C 1.738 -2.763 -6.286
C -6.102 1.258 0.034
C -4.094 0.027 0.577
H -1.862 1.874 -3.098
H 1.833 4.270 1.894
H 0.955 0.468 -3.741
H -2.048 2.836 0.693
H -1.649 0.521 -1.970
H 4.167 2.135 2.352
H -3.660 -5.602 2.476
H 4.581 -1.013 -5.730
H -2.127 1.450 1.762
H -2.570 -5.392 0.272
H 1.321 4.369 -1.948
H -3.850 -0.455 2.651
H 1.192 -3.255 -7.082
H -2.849 -0.920 -0.737
H 0.641 2.095 -4.354
H 3.656 -1.026 -3.434
H -0.277 4.386 -1.205
H -4.630 0.645 -1.407
H 0.451 -2.712 4.153
H 3.351 -1.363 3.310
H 4.893 -3.367 0.037
H 3.349 4.431 0.326
H 5.440 1.073 -1.286
H 4.148 -2.089 -0.962
H 0.284 -3.250 -4.773
H 3.137 -3.390 -0.315
H 4.038 -0.002 -1.485
H 5.526 2.081 1.217
H -2.132 2.090 -1.360
H 0.084 2.373 4.190
H 0.279 0.723 3.581
H -3.121 -3.924 4.264
H 1.596 -1.075 3.090
H 3.327 -2.095 -7.573
H -5.968 0.664 3.343
H -2.435 -1.135 0.871
H 2.180 1.713 -3.559
H 4.141 1.480 -2.429
H 1.677 1.807 3.656
H -0.359 -2.442 5.715
H 2.737 0.193 2.701
H 3.263 4.064 -1.390
H 4.809 3.940 -0.545
H 0.280 4.681 2.636
H -1.228 -4.321 -1.272
H -2.057 3.082 2.443
H -6.738 1.749 -0.692
H 0.206 -1.059 4.754
H 0.471 4.743 0.879
H -0.125 4.253 -2.959
H 4.680 0.592 1.657

***

Repeat the second record exactly.
100
Properties=species:S:1:pos:R:3 method="wB97M-V/def2-TZVPD" total_energy_ha=-3616.1180 charge=-2 orbital_gap_ha="0.1792 / 0.2400" e_above_lowest_kcal_mol=13.2 spin_multiplicity=4 lumo_ev="3.83 / 3.75" s2=3.830 e_homo_ev="-1.05 / -2.78"
Tc 1.063 -1.353 0.141
S -8.047 2.012 1.851
Si 1.240 1.160 0.025
Si 0.302 2.057 -1.931
Si 3.446 1.942 -0.065
Si 0.177 2.388 1.728
O -0.184 -1.753 1.674
O -8.128 3.234 1.060
O 1.953 -1.342 -1.696
O -9.055 1.021 1.491
O -1.494 -1.978 4.064
O -7.926 2.232 3.287
O 3.813 -2.027 1.093
N -0.052 -2.638 -0.988
N 0.308 -2.805 -2.321
N -2.866 -0.527 0.191
C 0.750 4.189 1.778
C 0.320 3.945 -2.007
C 2.589 -0.885 2.688
C -1.708 -2.894 3.059
C -4.923 0.646 -0.361
C 2.639 -1.397 1.285
C -0.910 -3.581 -0.547
C -1.504 1.594 -2.102
C -1.401 -3.671 0.788
C 3.639 -1.511 -5.530
C 1.103 1.526 -3.541
C 4.358 1.040 -1.452
C -6.485 1.272 1.372
C -1.047 -2.761 1.826
C 4.545 1.654 1.445
C 3.127 -1.518 -4.239
C -0.228 -2.056 4.699
C 3.732 3.769 -0.452
C 4.006 -2.756 -0.118
C -4.483 0.033 1.914
C 1.226 -2.768 -4.998
C -2.636 -3.895 3.296
C 1.912 -2.133 -3.966
C -1.682 2.437 1.642
C -5.665 0.652 2.304
C 1.342 -2.089 -2.589
C -2.939 -4.815 2.296
C 0.605 1.757 3.450
C 2.943 -2.125 -6.560
C -2.325 -4.699 1.070
C 1.738 -2.763 -6.286
C -6.102 1.258 0.034
C -4.094 0.027 0.577
H -1.862 1.874 -3.098
H 1.833 4.270 1.894
H 0.955 0.468 -3.741
H -2.048 2.836 0.693
H -1.649 0.521 -1.970
H 4.167 2.135 2.352
H -3.660 -5.602 2.476
H 4.581 -1.013 -5.730
H -2.127 1.450 1.762
H -2.570 -5.392 0.272
H 1.321 4.369 -1.948
H -3.850 -0.455 2.651
H 1.192 -3.255 -7.082
H -2.849 -0.920 -0.737
H 0.641 2.095 -4.354
H 3.656 -1.026 -3.434
H -0.277 4.386 -1.205
H -4.630 0.645 -1.407
H 0.451 -2.712 4.153
H 3.351 -1.363 3.310
H 4.893 -3.367 0.037
H 3.349 4.431 0.326
H 5.440 1.073 -1.286
H 4.148 -2.089 -0.962
H 0.284 -3.250 -4.773
H 3.137 -3.390 -0.315
H 4.038 -0.002 -1.485
H 5.526 2.081 1.217
H -2.132 2.090 -1.360
H 0.084 2.373 4.190
H 0.279 0.723 3.581
H -3.121 -3.924 4.264
H 1.596 -1.075 3.090
H 3.327 -2.095 -7.573
H -5.968 0.664 3.343
H -2.435 -1.135 0.871
H 2.180 1.713 -3.559
H 4.141 1.480 -2.429
H 1.677 1.807 3.656
H -0.359 -2.442 5.715
H 2.737 0.193 2.701
H 3.263 4.064 -1.390
H 4.809 3.940 -0.545
H 0.280 4.681 2.636
H -1.228 -4.321 -1.272
H -2.057 3.082 2.443
H -6.738 1.749 -0.692
H 0.206 -1.059 4.754
H 0.471 4.743 0.879
H -0.125 4.253 -2.959
H 4.680 0.592 1.657